Record 1
Entry from the Open Molecules 2025 dataset: a cluster of 14 separate species, C6H38O14 in total (the ωB97M-V functional and the def2-TZVPD basis).

Cartesian coordinates (Å):
1 O -3.11 -1.54 -1.06
2 C -2.35 -1.20 -1.94
3 C -0.85 -1.31 -1.78
4 C -0.19 -0.02 -1.30
5 C -0.90 1.17 -1.85
6 C -0.16 0.00 0.26
7 C 1.20 0.04 0.91
8 H -2.64 -0.65 -2.82
9 H -0.45 -1.42 -2.79
10 H -0.45 -2.06 -1.11
11 H 0.84 0.01 -1.64
12 H -0.93 1.16 -2.96
13 H -1.94 1.29 -1.56
14 H -0.32 2.10 -1.58
15 H -0.90 -0.66 0.74
16 H -0.71 0.90 0.55
17 H 1.39 -0.81 1.59
18 H 1.99 0.13 0.19
19 H 1.37 0.98 1.49
20 H -1.91 4.26 1.77
21 H -1.60 2.89 1.32
22 O -1.18 3.75 1.42
23 H 3.19 1.17 -1.32
24 H 3.91 1.27 -2.69
25 O 3.40 0.69 -2.13
26 H -3.78 1.33 -1.36
27 H -4.33 0.13 -2.19
28 O -4.26 1.09 -2.16
29 H -4.41 2.23 0.74
30 H -3.34 2.14 1.75
31 O -3.76 2.81 1.16
32 H 2.22 -1.82 -3.90
33 H 2.33 -0.67 -2.81
34 O 1.76 -1.39 -3.17
35 H 4.32 -2.30 -1.80
36 H 2.76 -2.09 -1.71
37 O 3.53 -2.50 -1.27
38 H 1.92 4.79 0.87
39 H 0.60 3.86 0.59
40 O 1.30 4.43 0.25
41 H 4.64 -2.64 1.10
42 H 3.30 -2.82 0.43
43 O 3.70 -2.67 1.32
44 H 2.99 -2.70 2.85
45 H 1.75 -2.75 3.78
46 O 2.62 -3.14 3.67
47 H 2.01 3.69 -1.17
48 H 1.94 3.29 -2.74
49 O 2.41 3.18 -1.91
50 H -3.48 1.07 3.55
51 H -2.90 -0.15 2.71
52 O -3.26 0.75 2.66
53 H 1.73 -4.38 2.32
54 H 0.85 -3.31 1.71
55 O 0.83 -4.22 2.01
56 H -1.43 -2.12 3.20
57 H -2.43 -2.29 2.02
58 O -2.28 -1.82 2.84

As for the LUMO energy: 0.0011 Ha. Its HOMO energy is -10.086 eV. The value obtained for the gap between HOMO and LUMO is 10.12 eV.



Record 2
Entry from the Open Molecules 2025 dataset: a structure of composition C6H3AuCl2HoNO3S (the ωB97M-V functional and the def2-TZVPD basis).

Cartesian coordinates (Å):
1 Ho 0.24 2.80 -0.82
2 Au -0.21 0.08 0.19
3 Cl 0.80 1.84 1.53
4 Cl 0.90 1.94 -3.03
5 C -1.28 -0.98 -1.04
6 C -0.80 4.43 0.69
7 C -1.49 4.07 -2.08
8 O -1.64 -1.81 -1.76
9 O -1.27 5.00 1.57
10 O -2.32 4.60 -2.68
11 S 3.89 -1.97 1.66
12 C 2.64 -2.36 2.82
13 C 1.44 -1.82 2.45
14 N 1.55 -0.98 1.35
15 C 2.76 -1.07 0.76
16 H 2.85 -2.87 3.75
17 H 0.49 -2.05 2.91
18 H 3.03 -0.72 -0.23

The total charge is +4. The spin multiplicity is 7. As for the LUMO energy (alpha / beta): -0.5897 / -0.7619 Ha. Its expectation value of S² is 12.05. Its HOMO energy (alpha / beta) is -23.903 / -23.875 eV. The value obtained for the gap between HOMO and LUMO (alpha / beta) is 7.86 / 3.14 eV.



Record 3
Entry from the Open Molecules 2025 dataset: the molecule C6H3F12O3P (the ωB97M-V functional and the def2-TZVPD basis).

Cartesian coordinates (Å):
1 O 1.61 0.84 -0.64
2 P 1.02 -0.46 -0.16
3 O -0.56 -0.38 -0.60
4 C -0.86 -0.62 -2.00
5 C -0.63 0.56 -2.94
6 F 0.64 0.56 -3.43
7 F -0.79 1.75 -2.31
8 F -1.54 0.56 -3.92
9 C -0.38 -1.97 -2.58
10 F 0.89 -2.01 -3.02
11 F -1.19 -2.29 -3.61
12 F -0.51 -2.94 -1.63
13 O 1.07 -0.46 1.45
14 C 0.32 0.65 2.07
15 C 1.25 1.54 2.93
16 F 1.85 0.87 3.93
17 F 2.26 1.98 2.15
18 F 0.59 2.61 3.41
19 C -0.88 0.14 2.89
20 F -1.63 1.22 3.25
21 F -0.49 -0.49 4.02
22 F -1.66 -0.69 2.17
23 H 1.65 -1.57 -0.74
24 H -1.94 -0.70 -2.00
25 H -0.08 1.32 1.33

As for the LUMO energy: 0.0199 Ha. Its HOMO energy is -11.128 eV. The value obtained for the gap between HOMO and LUMO is 11.67 eV. Its structure (SMILES) is O=[PH](OC(C(F)(F)F)C(F)(F)F)OC(C(F)(F)F)C(F)(F)F.



Record 4
Entry from the Open Molecules 2025 dataset: the molecule C6H3N (the ωB97M-V functional and the def2-TZVPD basis).

Cartesian coordinates (Å):
1 C 1.57 -0.81 -1.52
2 C 1.00 -1.91 -1.76
3 C 0.98 0.11 -0.76
4 C -1.01 -2.05 -0.67
5 C -0.05 0.19 0.07
6 C -0.41 1.29 1.03
7 N -0.72 -1.04 -0.09
8 H 0.42 1.99 0.86
9 H -0.27 0.72 2.02
10 H -1.50 1.49 0.81

As for the LUMO energy: -0.0771 Ha. Its HOMO energy is -9.557 eV. The value obtained for the gap between HOMO and LUMO is 7.46 eV.



Record 5
Entry from the Open Molecules 2025 dataset: the molecule C6H4 (the ωB97M-V functional and the def2-TZVPD basis).

Cartesian coordinates (Å):
1 C 0.63 -1.03 0.11
2 C -0.73 -0.85 0.36
3 C -1.81 -0.27 -0.38
4 C -0.44 0.69 -0.45
5 C 1.08 0.24 -0.42
6 C -1.22 0.70 0.66
7 H 1.07 -1.90 -0.25
8 H 1.50 1.07 0.23
9 H 1.43 0.24 -1.48
10 H -1.50 1.10 1.62

As for the LUMO energy: -0.0245 Ha. Its HOMO energy is -8.197 eV. The value obtained for the gap between HOMO and LUMO is 7.53 eV.



Record 6
Entry from the Open Molecules 2025 dataset: a cluster of 14 separate species, C6H40NO13S in total (the ωB97M-V functional and the def2-TZVPD basis).

Cartesian coordinates (Å):
1 C 1.84 0.45 -0.19
2 N 0.47 0.10 0.19
3 C 0.48 -0.84 1.39
4 C -0.85 -1.59 1.44
5 S -0.93 -3.22 0.63
6 C 1.68 -1.67 1.69
7 C 1.74 1.25 -1.49
8 C 1.22 0.50 -2.73
9 H 2.70 -0.23 -0.25
10 H 2.25 0.99 0.67
11 H -0.10 -0.31 -0.55
12 H 0.33 -0.07 2.15
13 H -1.68 -0.97 1.09
14 H -1.07 -1.78 2.49
15 H 1.82 -2.35 0.84
16 H 2.61 -1.10 1.76
17 H 1.62 -2.23 2.62
18 H 1.10 2.14 -1.33
19 H 2.63 1.83 -1.75
20 H 1.40 -0.57 -2.72
21 H 1.63 0.92 -3.65
22 H 0.12 0.62 -2.79
23 H 0.01 1.97 3.73
24 H -0.90 1.40 4.83
25 O 0.00 1.70 4.66
26 H -2.41 -1.05 -2.27
27 H -3.36 -0.28 -3.22
28 O -3.06 -0.27 -2.29
29 H 1.92 1.97 3.07
30 H 2.04 1.67 4.55
31 O 2.57 1.72 3.75
32 H -1.92 1.45 -1.70
33 H -3.39 2.05 -1.62
34 O -2.44 2.26 -1.68
35 H -1.32 -2.45 -1.05
36 H -1.06 -2.57 -2.64
37 O -1.11 -1.91 -1.94
38 H 0.77 -3.81 -1.48
39 H 1.25 -4.96 -0.54
40 O 1.33 -4.59 -1.42
41 H -2.13 1.29 1.19
42 H -2.16 2.51 2.09
43 O -2.62 1.68 1.92
44 H 4.46 -1.38 -2.53
45 H 3.51 -0.79 -1.57
46 O 3.65 -0.87 -2.52
47 H -2.05 0.37 3.16
48 H -1.98 -1.03 3.75
49 O -1.90 -0.10 4.00
50 H 0.03 3.24 0.97
51 H -0.11 1.72 1.05
52 O -0.09 2.52 1.61
53 H -4.69 1.32 -0.09
54 H -4.64 0.48 -1.35
55 O -4.88 1.37 -1.04
56 H 2.81 -2.98 -1.58
57 H 3.35 -3.72 -0.43
58 O 3.64 -3.11 -1.12
59 H -0.69 3.80 -3.69
60 H -1.93 3.37 -2.80
61 O -1.49 4.13 -3.28

The total charge is -1. As for the LUMO energy: 0.0910 Ha. Its HOMO energy is -4.714 eV. The value obtained for the gap between HOMO and LUMO is 7.19 eV.



Record 7
Entry from the Open Molecules 2025 dataset: a cluster of 16 separate species, C6H40O15 in total (the ωB97M-V functional and the def2-TZVPD basis).

Cartesian coordinates (Å):
1 C -0.66 -1.56 -2.52
2 C -0.16 -1.41 -1.11
3 C -0.84 -1.87 -0.07
4 C 1.17 -0.71 -0.95
5 C 1.02 0.79 -0.84
6 C 2.04 1.63 -0.83
7 H -0.36 -0.71 -3.15
8 H -1.74 -1.62 -2.60
9 H -0.23 -2.45 -2.99
10 H -1.79 -2.36 -0.15
11 H -0.47 -1.76 0.94
12 H 1.68 -1.07 -0.07
13 H 1.80 -0.96 -1.80
14 H 0.00 1.15 -0.79
15 H 3.08 1.35 -0.92
16 H 1.93 2.71 -0.77
17 H -3.27 0.64 2.79
18 H -3.94 1.94 2.47
19 O -4.15 1.01 2.62
20 H -5.73 -2.39 -1.27
21 H -6.99 -1.51 -1.06
22 O -6.13 -1.73 -0.70
23 H 4.07 0.56 1.61
24 H 3.14 1.81 2.08
25 O 3.59 0.98 2.37
26 H 2.07 3.80 2.37
27 H 1.17 2.61 1.82
28 O 2.01 3.13 1.69
29 H -1.23 4.60 -1.44
30 H -1.46 3.22 -2.19
31 O -1.82 3.84 -1.51
32 H 4.74 -3.12 -2.16
33 H 4.02 -3.41 -0.81
34 O 4.65 -2.80 -1.26
35 H 4.56 -1.58 1.25
36 H 4.79 -1.29 -0.21
37 O 4.80 -0.86 0.67
38 H -3.91 2.29 -2.50
39 H -4.04 1.07 -1.57
40 O -3.68 1.36 -2.44
41 H -2.64 1.41 0.15
42 H -2.01 2.83 -0.17
43 O -2.11 2.14 0.52
44 H 1.97 -4.23 -0.20
45 H 2.90 -3.90 0.96
46 O 2.87 -4.35 0.08
47 H 3.34 -3.16 3.24
48 H 2.38 -2.09 2.50
49 O 2.84 -2.97 2.43
50 H -0.40 1.31 -2.98
51 H -1.96 1.51 -2.99
52 O -1.11 1.92 -3.27
53 H 1.38 -0.43 3.79
54 H 2.38 0.06 2.69
55 O 1.59 -0.55 2.87
56 H -5.24 -0.18 -0.27
57 H -4.70 0.67 0.95
58 O -4.80 0.68 -0.03
59 H 0.40 0.73 2.13
60 H -0.71 1.68 1.41
61 O -0.12 1.58 2.18

As for the LUMO energy: 0.0059 Ha. Its HOMO energy is -9.480 eV. The value obtained for the gap between HOMO and LUMO is 9.64 eV.



Record 8
Entry from the Open Molecules 2025 dataset: a cluster of 14 separate species, C6H40O17 in total (the ωB97M-V functional and the def2-TZVPD basis).

Cartesian coordinates (Å):
1 O -0.41 -2.70 2.15
2 H 0.25 -3.34 1.94
3 H -0.32 -2.01 1.43
4 O 2.26 -0.13 -2.28
5 H 2.09 0.76 -2.49
6 H 3.11 -0.28 -2.69
7 O -1.70 1.19 -1.04
8 H -2.06 0.55 -1.68
9 H -2.37 1.83 -1.01
10 O 2.74 -2.08 2.48
11 H 2.30 -2.00 1.63
12 H 3.30 -2.79 2.37
13 O -0.33 -3.55 -0.43
14 H -0.18 -4.49 -0.64
15 H 0.44 -3.06 -0.60
16 O -1.04 -0.42 3.49
17 H -0.84 -1.25 3.14
18 H -0.25 -0.04 3.89
19 O -1.21 1.92 2.25
20 H -0.90 1.01 2.40
21 H -0.62 2.20 1.58
22 O -0.08 -0.31 0.63
23 H 0.79 -0.26 0.27
24 H -0.76 -0.11 -0.02
25 O 2.56 0.73 0.44
26 H 3.51 0.92 0.70
27 H 2.43 0.75 -0.51
28 O -0.20 3.25 -0.22
29 H -0.69 4.04 0.04
30 H -0.67 2.47 -0.46
31 O 2.07 -2.44 -0.22
32 H 2.12 -1.78 -0.91
33 H 2.86 -2.94 -0.28
34 C -0.78 -0.33 -3.85
35 C 0.01 -1.08 -4.90
36 O -0.14 -0.26 -6.04
37 O -0.84 -1.04 -2.65
38 H -1.70 -0.36 -4.28
39 H -0.38 0.67 -3.65
40 H -0.53 -2.03 -5.09
41 H 1.07 -1.16 -4.58
42 H -0.49 0.56 -5.75
43 H -0.20 -0.67 -2.04
44 C 2.76 3.01 2.44
45 C 2.55 4.29 3.27
46 O 3.78 4.57 3.94
47 O 1.50 2.75 1.93
48 H 3.01 2.12 3.02
49 H 3.27 3.09 1.51
50 H 1.61 4.14 3.88
51 H 2.35 5.03 2.50
52 H 3.76 5.36 4.42
53 H 1.74 2.08 1.23
54 C -3.54 -1.93 -0.48
55 C -4.78 -1.14 -0.27
56 O -5.59 -1.76 0.76
57 O -2.67 -1.72 0.60
58 H -3.04 -1.67 -1.42
59 H -3.91 -2.94 -0.57
60 H -5.45 -1.31 -1.20
61 H -4.54 -0.09 -0.20
62 H -5.10 -1.46 1.57
63 H -1.95 -2.35 0.54

As for the LUMO energy: -0.0357 Ha. Its HOMO energy is -8.992 eV. The value obtained for the gap between HOMO and LUMO is 8.02 eV.



Number 1: E_tot -35503.346 eV. Number 2: E_tot -79220.821 eV. Number 3: E_tot -54314.060 eV. Number 4: E_tot -7751.425 eV. Number 5: E_tot -6276.907 eV. Number 6: E_tot -45816.500 eV. Number 7: E_tot -37585.718 eV. Number 8: E_tot -41674.957 eV.